The following is a DFT calculation (the ωB97M-V functional and the def2-TZVPD basis) of C37H21Cl5F3N7O11S2W as an isolated structure.

Geometry (Å):
W -0.01977 0.44991 0.81160
O 6.18241 0.28453 -0.68591
C 5.90874 1.23579 -1.56540
O 6.76806 1.73380 -2.24620
C 4.48647 1.68116 -1.68704
C 4.05875 2.63987 -2.58435
Cl 4.92299 3.56792 -3.71116
N 2.72937 2.82145 -2.40083
N 2.26046 2.05800 -1.41088
C 3.29443 1.35525 -0.98647
C 3.09532 0.39471 0.12010
O 3.98278 -0.30897 0.55066
O 1.89404 0.38319 0.64417
C 1.86822 3.71965 -3.10526
C 1.17700 4.67811 -2.38682
C 0.39010 5.59153 -3.07067
C 0.29551 5.53201 -4.45342
C 0.96971 4.54342 -5.15744
C 1.75923 3.62569 -4.48401
H 5.37708 -0.00910 -0.19039
H 1.26130 4.70074 -1.30854
H -0.15942 6.34374 -2.51895
H -0.32354 6.24384 -4.98289
H 0.87297 4.47908 -6.23266
H 2.28726 2.84596 -5.01623
O -1.81227 -0.31230 0.70703
C -2.43776 -1.28740 1.37639
C -3.70276 -1.64081 0.89829
C -4.45827 -2.59770 1.53672
C -3.96809 -3.22891 2.67762
C -2.71958 -2.89147 3.14695
C -1.92276 -1.92667 2.51510
C -0.58692 -1.65056 3.03856
N 0.28041 -0.74033 2.61713
C 1.44761 -0.87512 3.33986
C 1.27047 -1.86958 4.23889
N -0.00767 -2.34368 4.03738
H -4.05652 -1.14179 0.00639
H -5.43250 -2.85897 1.14537
H -4.55411 -3.97978 3.18827
H -2.35963 -3.39380 4.03612
H 2.30895 -0.25989 3.14369
H 1.92797 -2.28116 4.98167
H -0.42745 -3.11558 4.52278
Cl -3.02119 4.76669 -3.50886
C -2.07707 3.47555 -2.87687
C -1.63293 2.44517 -3.71998
Cl -1.99055 2.50561 -5.40083
C -0.92265 1.35950 -3.21322
Cl -0.33949 0.09002 -4.20356
C -0.69216 1.31274 -1.84419
O -0.10870 0.33693 -1.16480
C -1.06421 2.36901 -1.03498
O -0.68596 2.18612 0.22945
C -1.76474 3.45818 -1.52237
Cl -2.20399 4.72257 -0.44514
F 1.99593 -3.63729 -1.42949
C 1.28411 -2.52262 -1.65718
F 2.13710 -1.49159 -1.64737
F 0.76458 -2.61387 -2.88293
C 0.15937 -2.41960 -0.59313
O -0.72170 -3.23497 -0.64743
O 0.30683 -1.51732 0.32712
N 3.39761 7.10340 -0.93112
C 3.12798 6.08416 -0.05108
C 1.95792 6.10648 0.72375
C 1.65638 5.05733 1.56484
C 2.51815 3.96784 1.64933
C 3.68860 3.94161 0.90330
C 3.98667 4.98458 0.04795
S 2.20616 2.69885 2.81219
O 3.29290 1.76872 2.74258
O 1.85601 3.31318 4.06706
N 0.83066 1.93717 2.33033
C -0.32603 2.11891 2.98826
S -0.92521 3.11619 4.24664
C -2.50843 2.44227 3.96521
C -2.49193 1.52348 2.98067
N -1.23262 1.33514 2.46291
H 2.92377 7.98000 -0.80428
H 4.32653 7.16744 -1.30923
H 1.28514 6.95255 0.65091
H 0.75544 5.08593 2.16518
H 4.37057 3.10999 1.01050
H 4.89776 4.95797 -0.53877
H -3.34938 2.75179 4.56148
H -3.32527 0.95066 2.60743

Output
Total energy: -165929.3768 eV
Gap between HOMO and LUMO: 6.96 eV
Relative energy (zero: lowest compared OMol25 entry of this formula, charge and spin): 0.00 kcal per mole
LUMO: -1.6 eV



The following is a DFT calculation (the ωB97M-V functional and the def2-TZVPD basis) of C37H24BaCl5N3S4 as an isolated structure in a non-equilibrium geometry.

Geometry (Å):
Ba -0.55376 0.21166 -0.67599
S -2.41819 0.52441 2.04084
C -2.84518 2.16616 2.31176
C -4.13252 2.46515 2.82376
C -4.56083 3.75296 3.05755
C -3.72042 4.83676 2.80393
C -2.45078 4.58387 2.31887
C -2.00455 3.28369 2.08150
S -0.40338 3.14375 1.32548
C 0.75108 2.65718 2.67042
C 0.61038 1.25907 3.18589
C -0.05250 1.00024 4.37993
C -0.14313 -0.30908 4.81182
C 0.43964 -1.30925 4.05449
C 1.10682 -0.96464 2.87946
C 1.76854 -2.01225 2.03712
S 0.49346 -2.81897 0.98821
C 1.25308 -3.26245 -0.56503
C 0.83129 -4.50483 -1.04152
C 1.15013 -4.94395 -2.31329
C 1.93567 -4.13108 -3.12496
C 2.39463 -2.92117 -2.64930
C 2.07479 -2.43097 -1.36321
S 2.72177 -0.89523 -0.89399
N 1.18661 0.30034 2.46335
H -4.79113 1.62594 3.00747
H -5.56343 3.92441 3.43616
H -4.05521 5.85345 2.97169
H -1.77813 5.40530 2.10042
H 0.65153 3.39181 3.46875
H 1.71757 2.76208 2.17719
H -0.52445 1.80554 4.92819
H -0.68375 -0.54947 5.71928
H 0.38684 -2.34751 4.35777
H 2.23312 -2.78494 2.65164
H 2.48290 -1.55809 1.35099
H 0.21320 -5.12126 -0.39720
H 0.78792 -5.90310 -2.66380
H 2.18076 -4.44181 -4.13457
H 3.00577 -2.27959 -3.27180
C -3.44124 5.52788 -1.81739
C -2.15006 5.02857 -1.71847
C -1.92328 3.66509 -1.76469
C -2.98735 2.77457 -1.90714
C -4.28592 3.28263 -2.01350
C -4.50574 4.64709 -1.96978
N -2.71256 1.40012 -1.85537
N -3.49783 0.67426 -2.50596
C -3.37135 -0.71042 -2.41776
C -4.34789 -1.39439 -3.16748
C -4.36389 -2.77108 -3.18597
C -3.40747 -3.46360 -2.44318
C -2.45617 -2.77141 -1.70768
C -2.36302 -1.37283 -1.68327
H -3.62150 6.59517 -1.77305
H -1.31195 5.70238 -1.58955
H -0.91370 3.27134 -1.71552
H -5.10570 2.58358 -2.10571
H -5.51675 5.03119 -2.04081
H -5.08305 -0.81585 -3.71798
H -5.10749 -3.30767 -3.76460
H -3.40681 -4.55036 -2.45697
H -1.72858 -3.35358 -1.14691
Cl -0.56461 -1.04249 -4.32931
C 0.64744 0.20093 -4.18702
C 0.73655 0.89317 -2.98528
C 1.75728 1.83357 -2.94961
Cl 1.97638 2.73714 -1.47825
C 2.62120 2.09971 -4.00763
Cl 3.87905 3.28819 -3.87977
C 2.47524 1.38875 -5.19467
Cl 3.50967 1.70986 -6.54310
C 1.48004 0.42148 -5.28360
Cl 1.29708 -0.47638 -6.75623

Output
Total energy: -149878.1609 eV
Gap between HOMO and LUMO: 5.86 eV
Relative energy (zero: lowest compared OMol25 entry of this formula, charge and spin): 16.50 kcal per mole
LUMO: 4.1 eV
Total charge: -2